# 1
C75H198N22O34 | ωB97M-V/def2-TZVPD

Positions of all 329 atoms, in Å:
C 5.966 5.180 4.791
N 5.632 6.154 3.556
C 4.977 5.344 2.443
C 4.537 7.112 4.082
C 6.829 6.866 2.936
C 7.540 7.907 3.783
O 7.861 7.348 4.996
H 6.201 5.727 5.704
H 6.905 4.679 4.556
H 5.115 4.546 5.043
H 5.705 4.617 2.082
H 4.598 5.994 1.654
H 4.084 4.895 2.878
H 4.997 7.645 4.914
H 3.568 6.655 4.279
H 4.396 7.870 3.312
H 6.362 7.214 2.015
H 7.461 6.059 2.567
H 6.899 8.777 3.923
H 8.433 8.273 3.276
H 8.290 8.096 5.417
C -2.875 0.785 7.426
N -1.337 0.939 7.566
C -0.945 1.892 8.746
C -0.759 -0.461 7.901
C -0.789 1.643 6.270
C -0.261 0.673 5.230
O -1.292 -0.188 4.843
H -3.115 0.223 6.524
H -3.405 1.728 7.559
H -3.213 0.139 8.237
H -1.450 2.848 8.609
H 0.130 1.994 8.893
H -1.462 1.408 9.576
H -1.276 -1.068 7.157
H -0.894 -0.669 8.962
H 0.291 -0.205 7.753
H 0.047 2.225 6.657
H -1.519 2.379 5.931
H 0.628 0.267 5.712
H 0.129 1.163 4.338
H -0.881 -0.574 4.067
C -2.647 6.027 -5.356
N -1.375 6.188 -4.489
C -0.244 6.455 -5.532
C -1.513 7.468 -3.665
C -1.025 4.939 -3.661
C -2.165 4.252 -2.875
O -2.889 5.145 -2.160
H -3.437 6.141 -4.614
H -2.559 5.093 -5.911
H -2.656 6.838 -6.085
H 0.624 6.723 -4.930
H -0.478 7.334 -6.133
H -0.164 5.612 -6.219
H -2.306 7.360 -2.926
H -1.570 8.251 -4.421
H -0.667 7.516 -2.980
H -0.163 5.239 -3.066
H -0.669 4.224 -4.403
H -1.816 3.459 -2.214
H -2.970 3.834 -3.479
H -3.732 4.825 -1.830
C 2.316 -2.620 -7.510
C 1.164 -2.186 -6.564
C 0.580 -3.273 -5.606
O -0.365 -2.694 -4.690
C -1.637 -2.493 -5.266
N 1.691 -0.964 -5.782
H 1.945 -0.180 -6.365
H 0.863 -0.571 -5.358
H 2.395 -1.296 -5.138
H 3.117 -3.017 -6.885
H 2.636 -1.724 -8.042
H 1.897 -3.317 -8.235
H 0.472 -1.698 -7.250
H 1.450 -3.392 -4.961
H 0.341 -4.231 -6.067
H -1.667 -1.599 -5.890
H -2.354 -2.324 -4.462
H -2.009 -3.347 -5.832
C 3.216 2.819 -3.967
C 3.876 3.902 -4.867
C 2.965 4.402 -5.920
O 3.630 5.366 -6.779
C 4.415 4.792 -7.901
N 4.279 5.063 -3.950
H 4.706 5.836 -4.439
H 3.413 5.342 -3.510
H 4.991 4.879 -3.258
H 2.194 3.059 -3.672
H 3.719 2.625 -3.019
H 3.168 1.868 -4.498
H 4.837 3.584 -5.271
H 2.209 5.026 -5.442
H 2.496 3.600 -6.490
H 3.833 3.965 -8.307
H 5.360 4.359 -7.575
H 4.723 5.560 -8.610
C -1.628 -5.563 -3.335
C -2.615 -6.436 -4.079
C -4.138 -5.851 -3.893
O -4.200 -4.503 -4.434
C -5.392 -3.809 -4.172
N -2.325 -6.402 -5.509
H -3.000 -6.948 -6.025
H -2.388 -5.553 -6.052
H -1.412 -6.819 -5.629
H -2.033 -5.490 -2.325
H -1.666 -4.540 -3.711
H -0.622 -5.976 -3.409
H -2.643 -7.484 -3.781
H -4.300 -6.050 -2.834
H -4.902 -6.499 -4.324
H -6.301 -4.140 -4.674
H -5.274 -2.727 -4.232
H -5.719 -3.967 -3.144
C -3.270 -5.411 1.446
C -3.803 -6.888 1.426
C -5.108 -7.037 0.684
O -5.462 -8.420 0.653
C -6.257 -8.873 -0.449
N -2.756 -7.876 0.989
H -2.138 -7.504 0.282
H -2.102 -8.170 1.700
H -3.214 -8.684 0.591
H -2.979 -5.092 0.445
H -2.469 -5.251 2.168
H -4.093 -4.794 1.809
H -3.985 -7.200 2.455
H -4.907 -6.651 -0.315
H -5.835 -6.437 1.232
H -6.759 -9.820 -0.252
H -5.779 -9.151 -1.389
H -7.046 -8.153 -0.667
C 0.283 -7.218 3.517
C 1.662 -6.619 3.369
C 2.846 -7.723 3.310
O 2.877 -8.421 2.040
C 4.073 -9.117 1.754
N 1.747 -5.708 2.137
H 1.432 -6.228 1.331
H 1.323 -4.808 2.313
H 2.714 -5.539 1.900
H -0.499 -6.475 3.672
H 0.291 -7.870 4.391
H 0.062 -7.907 2.702
H 1.860 -5.930 4.190
H 2.844 -8.519 4.055
H 3.775 -7.214 3.565
H 3.881 -9.658 0.828
H 4.261 -9.901 2.488
H 4.922 -8.434 1.787
C -6.558 -0.762 -1.573
C -6.191 0.709 -1.948
C -5.079 0.798 -3.066
O -5.670 0.325 -4.350
C -4.661 -0.033 -5.308
N -7.487 1.364 -2.505
H -8.121 1.405 -1.720
H -7.349 2.299 -2.863
H -7.966 0.818 -3.207
H -5.735 -1.344 -1.158
H -6.846 -1.424 -2.390
H -7.363 -0.697 -0.842
H -5.913 1.230 -1.032
H -4.239 0.219 -2.682
H -4.647 1.771 -3.299
H -5.253 -0.177 -6.212
H -3.989 -0.835 -5.004
H -4.001 0.812 -5.502
C -6.707 -0.114 2.660
C -6.562 -1.549 2.155
C -5.127 -2.031 1.801
O -4.211 -2.549 2.734
C -3.582 -1.476 3.457
N -7.155 -2.620 3.114
H -6.984 -3.556 2.776
H -6.776 -2.602 4.050
H -8.163 -2.557 3.138
H -6.303 -0.152 3.671
H -7.717 0.286 2.749
H -6.051 0.557 2.105
H -7.225 -1.742 1.311
H -4.577 -1.303 1.204
H -5.345 -2.902 1.184
H -4.170 -0.655 3.869
H -2.813 -1.054 2.810
H -3.042 -1.971 4.264
C 4.921 1.706 0.744
C 4.800 1.014 2.094
C 4.719 -0.564 2.116
N 4.473 -1.140 3.518
C 3.141 -0.619 4.033
C 5.662 -0.726 4.371
C 5.548 -1.658 5.655
C 5.062 -2.948 4.986
C 4.513 -2.641 3.592
H 4.639 2.758 0.799
H 4.189 1.241 0.083
H 5.894 1.701 0.252
H 3.999 1.563 2.589
H 5.710 1.336 2.601
H 5.635 -1.020 1.740
H 3.909 -0.792 1.423
H 3.304 0.409 4.358
H 2.872 -1.177 4.930
H 2.555 -0.685 3.116
H 5.519 0.302 4.705
H 6.592 -0.818 3.810
H 4.743 -1.256 6.270
H 6.521 -1.702 6.143
H 4.174 -3.327 5.492
H 5.707 -3.824 4.923
H 3.480 -2.940 3.415
H 5.066 -2.904 2.690
C -2.383 -2.299 -1.481
C -1.897 -0.833 -1.460
C -0.368 -0.697 -1.152
N 0.079 0.719 -0.588
C 0.228 1.752 -1.694
C -0.913 1.229 0.504
C -0.149 2.161 1.425
C 1.333 1.669 1.328
C 1.359 0.653 0.189
H -2.105 -2.912 -0.624
H -2.026 -2.737 -2.413
H -3.457 -2.359 -1.656
H -2.533 -0.419 -0.677
H -2.178 -0.338 -2.390
H 0.216 -0.837 -2.061
H -0.152 -1.551 -0.510
H 1.202 1.659 -2.175
H 0.247 2.750 -1.255
H -0.557 1.563 -2.426
H -1.701 1.699 -0.085
H -1.354 0.433 1.103
H -0.226 3.135 0.941
H -0.454 2.208 2.471
H 1.966 2.537 1.145
H 1.710 1.153 2.211
H 2.124 0.846 -0.562
H 1.593 -0.359 0.519
C 1.174 5.671 2.885
C 0.100 6.411 2.103
C -1.307 6.116 2.614
N -2.463 7.020 1.979
C -2.651 6.770 0.498
C -2.227 8.533 2.390
C -3.562 9.071 2.376
C -4.719 7.978 2.426
C -3.810 6.728 2.716
H 0.984 5.892 3.936
H 2.202 5.970 2.679
H 1.010 4.622 2.640
H 0.185 6.255 1.027
H 0.323 7.478 2.101
H -1.349 6.230 3.697
H -1.684 5.118 2.394
H -2.903 5.712 0.423
H -1.690 6.997 0.036
H -3.471 7.360 0.089
H -1.672 9.096 1.640
H -1.742 8.568 3.366
H -3.660 9.843 1.613
H -3.620 9.598 3.329
H -5.195 7.917 1.447
H -5.409 8.231 3.231
H -4.262 5.764 2.481
H -3.596 6.688 3.784
C 1.317 -4.435 -1.802
C 2.748 -4.642 -1.539
C 3.383 -5.215 -2.826
N 4.875 -5.735 -2.646
C 5.775 -4.735 -1.887
C 5.456 -6.004 -4.042
C 6.403 -7.248 -3.974
C 6.376 -7.746 -2.555
C 5.039 -7.120 -2.041
H 1.059 -3.788 -2.640
H 0.816 -3.927 -0.978
H 0.774 -5.374 -1.909
H 2.912 -5.289 -0.676
H 3.227 -3.671 -1.411
H 3.380 -4.527 -3.672
H 2.783 -6.059 -3.164
H 5.782 -3.818 -2.475
H 6.823 -5.036 -1.869
H 5.265 -4.543 -0.943
H 5.958 -5.060 -4.257
H 4.771 -6.090 -4.886
H 7.418 -6.981 -4.267
H 5.959 -8.051 -4.562
H 7.228 -7.582 -1.895
H 6.167 -8.811 -2.453
H 5.017 -7.180 -0.953
H 4.247 -7.765 -2.422
N 0.290 -2.440 2.321
O 0.082 -1.275 2.663
O 1.392 -2.811 1.896
O -0.598 -3.125 2.593
N -0.669 1.699 -5.501
O -0.752 0.632 -4.958
O 0.375 2.229 -5.664
O -1.713 2.237 -5.919
N -4.103 2.816 0.450
O -3.887 3.436 1.465
O -4.254 3.470 -0.558
O -4.204 1.595 0.510
N -7.733 -4.181 -0.928
O -6.571 -4.636 -0.999
O -8.208 -3.625 -1.872
O -8.498 -4.434 -0.032
N -2.370 4.959 6.435
O -2.991 5.092 5.469
O -2.897 5.266 7.486
O -1.197 4.631 6.395
N 3.814 -1.012 -2.885
O 2.957 -0.220 -2.595
O 3.628 -1.858 -3.759
O 4.897 -0.963 -2.324
N 2.800 3.482 5.545
O 2.947 3.233 4.330
O 2.785 2.677 6.434
O 2.655 4.693 5.749
N 2.115 5.973 -1.191
O 1.913 6.486 -2.317
O 2.513 6.698 -0.287
O 1.780 4.785 -1.004

Output
Net charge   +6
E_tot   -6735.6468 Eh
HOMO-LUMO gap   3.16 eV

Atomic partial charges in e from the Mulliken method, atoms 1 to 8: C -0.6275; N 0.7077; C -0.7130; C -0.8442; C -0.5783; C -0.7637; O -0.4959; H 0.3750

***

# 2
C25H50ClNP2RuSi2 | ωB97M-V/def2-TZVPD

Positions of all 82 atoms, in Å:
Ru 0.121 0.004 0.123
C -1.667 1.187 -1.992
C -2.095 1.253 -0.649
C -0.994 1.835 0.119
Si -3.718 0.559 -0.045
C 0.168 1.926 -0.798
C -0.274 1.393 -2.089
Si 0.745 0.911 -3.579
H -2.325 1.013 -2.841
H -1.043 2.382 1.059
H 1.038 2.544 -0.586
Cl 2.170 -0.784 2.566
C -0.368 0.259 -4.967
C 1.721 2.350 -4.190
C -4.747 -0.095 -1.500
C -4.680 1.847 0.860
H 1.027 2.993 -4.744
H 2.500 2.010 -4.879
H 2.171 2.946 -3.395
H -0.855 -0.692 -4.672
H 0.269 0.103 -5.859
H -1.142 1.019 -5.196
H -5.090 2.528 0.105
H -4.081 2.434 1.557
H -5.514 1.382 1.395
H -4.870 0.713 -2.249
H -5.741 -0.384 -1.101
H -4.254 -0.970 -1.971
C 1.761 -0.494 -2.827
C -3.087 -0.871 1.016
P 2.246 -0.213 -1.069
H 2.647 -0.642 -3.451
H 1.142 -1.406 -2.847
P -1.520 -0.497 1.917
H -2.878 -1.720 0.345
H -3.883 -1.150 1.714
C -1.392 -2.066 2.958
C -2.072 0.868 3.134
C 3.417 1.286 -1.209
C 3.374 -1.704 -0.823
C 2.546 -2.876 -0.291
H 4.081 -1.350 -0.042
C 4.161 -2.203 -2.053
H 3.500 -2.650 -2.810
H 4.849 -2.989 -1.713
H 4.775 -1.447 -2.548
H 2.143 -2.644 0.697
H 3.186 -3.757 -0.207
H 1.714 -3.129 -0.963
H 2.738 2.045 -1.626
C 4.589 1.116 -2.186
C 3.985 1.818 0.111
H 4.287 0.855 -3.208
H 5.312 0.377 -1.816
H 5.127 2.076 -2.248
H 3.239 2.334 0.721
H 4.772 2.562 -0.084
H 4.425 1.011 0.710
H -2.393 1.653 2.434
C -0.979 1.448 4.039
C -3.271 0.508 4.024
H -4.166 0.200 3.469
H -3.548 1.401 4.607
H -3.005 -0.269 4.753
H -0.269 2.083 3.502
H -0.420 0.654 4.549
H -1.428 2.092 4.812
C -0.566 -3.106 2.199
C -2.713 -2.736 3.391
H -0.836 -1.719 3.856
H -3.249 -3.175 2.537
H -3.408 -2.085 3.927
H -2.462 -3.557 4.077
H -0.996 -3.330 1.212
H -0.545 -4.036 2.772
H 0.460 -2.757 2.065
C 2.000 1.055 2.628
H 2.628 1.512 3.455
H 0.929 1.251 2.689
H 2.181 1.392 1.599
N -1.000 -2.312 -1.487
C -0.599 -1.373 -0.890

Output
Energy above the lowest of the compared OMol25 structures with the same formula, charge and spin   0.00 kcal/mol
Spin multiplicity   5
<S²>   6.03
E_tot   -2854.0514 Eh
HOMO-LUMO gap (spin up / spin down)   5.92 / 7.45 eV

Atomic partial charges in e from the Mulliken method, atoms 1 to 8: Ru 0.7644; C -1.1697; C 1.3866; C -1.3577; Si -0.1847; C -1.4820; C 1.3781; Si -0.1694

***

# 3
C11H15N | ωB97M-V/def2-TZVPD

Positions of all 27 atoms, in Å:
C -1.364 -1.450 2.470
C -0.331 -0.486 1.994
C 0.075 0.638 2.642
N 1.021 1.321 1.877
C 1.446 0.462 0.887
C 2.458 0.579 -0.065
C 2.534 -0.368 -1.061
C 1.662 -1.472 -1.072
C 0.702 -1.627 -0.095
C 0.530 -0.599 0.843
H -1.735 -1.249 3.476
H -0.963 -2.465 2.549
H -2.219 -1.438 1.794
H -0.327 1.173 3.487
H 1.529 2.145 2.141
H 3.051 1.487 -0.054
H 3.225 -0.246 -1.883
H 1.771 -2.230 -1.838
H 0.210 -2.574 0.100
C -1.875 1.225 -2.989
C -1.388 0.905 -1.596
H -2.705 0.570 -3.250
H -2.317 2.210 -3.111
H -1.130 0.990 -3.751
H -2.238 0.779 -0.912
H -0.786 0.011 -1.488
H -0.837 1.710 -1.096

Output
SMILES string   Cc1c[nH]c2ccccc12.CC
Energy above the lowest of the compared OMol25 structures with the same formula, charge and spin   10.74 kcal/mol
E_tot   -482.8981 Eh
HOMO-LUMO gap   8.84 eV

Atomic partial charges in e from the natural (NBO) method, atoms 1 to 8: C -0.6289; C -0.0798; C -0.0293; N -0.5353; C 0.1414; C -0.2294; C -0.2173; C -0.2398

***

Among the records above, which one has the lowest E_tot?
C75H198N22O34